# C4H11N4

2 unconnected molecules or ions with the total composition C4H11N4 at a distorted geometry (wB97M-V/def2-TZVPD, OMol25).

Geometry as XYZ:
```
19
Properties=species:S:1:pos:R:3:forces:R:3
C 1.29171 -0.65797 0.11959 0.7 2.0 -4.5
C 1.16785 -1.76356 -0.85341 0.3 4.1 -1.8
C -3.16803 -0.37599 0.47315 -3.8 -2.4 -0.6
C 1.92711 1.63607 0.63055 -3.3 1.0 2.2
N -0.63648 1.47602 -0.91883 -0.6 0.9 -0.6
N -1.38868 0.76833 -0.46547 1.4 1.5 -0.8
N -1.86123 -0.17447 0.07109 0.8 -2.5 0.8
N 1.70208 0.51816 -0.22397 1.1 -1.2 0.1
H 1.24408 -2.59276 -0.30041 1.6 -3.8 1.4
H 1.71601 -1.51027 -1.82015 -0.4 -1.1 1.5
H 0.13043 -1.87267 -1.07000 -1.3 0.5 -0.5
H -3.97215 -0.05285 -0.17668 0.3 0.3 -1.1
H -3.49917 -1.45762 0.64180 1.4 1.2 -0.3
H -3.47421 0.10647 1.33030 0.1 1.2 2.4
H 2.26993 2.48194 0.09472 0.2 0.6 -0.7
H 2.61602 1.40602 1.38921 1.0 -0.4 1.0
H 0.93023 1.91777 1.14374 1.6 -0.3 -0.8
H 0.86621 -0.58606 1.02248 -1.4 -0.9 3.7
H 2.13828 0.73343 -1.08771 0.1 -0.8 -1.5
```
Forces are in eV/Å.

Its charge is +1. The value obtained for the energy relative to the best compared isomer or geometry (same formula, charge and spin) is 471.12 kJ/mol.